Entry 1:
DFT (ωB97M-V/def2-TZVPD) results for a cluster of 8 separate species, C32H36N8O4 in total at a distorted geometry.

For the calculated total energy, the calculation gives -53870.8500 eV. As for the multiplicity: 1. The largest force on an atom is 3.07 eV/A. The LUMO energy is 0.0 eV. For the HOMO energy, the calculation gives -0.3412 hartree. For the energy above the lowest of the compared OMol25 structures with the same formula, charge and spin, the calculation gives 35.95 kcal/mol. The SMILES is C[N+](=O)[O-].C[N+](=O)[O-].c1ccncc1.c1ccncc1.c1ccncc1.c1ccncc1.c1ccncc1.c1ccncc1. For the molar mass, the calculation gives 596.69 Da.

Each line ends with the Mulliken charge.
CARTESIAN COORDINATES (ANGSTROEM)
C -3.09920 4.33640 1.20800  -0.932
N -1.81616 3.66156 1.14126  0.813
O -0.85742 4.37369 0.98420  -0.493
O -1.81185 2.46367 1.34302  -0.313
H -3.62235 4.00913 0.30331  0.310
H -2.90390 5.40173 1.20995  0.326
H -3.56227 4.01520 2.17513  0.301
C -0.54261 -3.40329 -1.86811  -0.714
N -0.87857 -3.94808 -0.48824  0.818
O -1.15145 -5.12666 -0.42330  -0.581
O -0.77507 -3.21961 0.48365  -0.266
H 0.46436 -3.78083 -2.14080  0.236
H -0.64600 -2.32595 -1.82939  0.220
H -1.24228 -3.80426 -2.58017  0.314
N -1.84043 2.75800 -1.93534  -0.132
C -2.25943 1.88516 -2.82192  -0.668
C -1.62533 1.67043 -4.05771  -0.554
C -0.45758 2.37919 -4.36275  -0.624
C 0.05650 3.24557 -3.40193  -0.287
C -0.70338 3.36903 -2.23438  -0.078
H -3.12178 1.32757 -2.59679  0.801
H -2.01653 0.98645 -4.79771  0.413
H 0.07056 2.20940 -5.23017  0.512
H 0.99431 3.80745 -3.43264  0.309
H -0.33631 4.11074 -1.49135  0.291
N -2.21684 -3.58476 4.92358  -0.575
C -1.15211 -3.73310 4.20932  -0.355
C -0.33941 -2.65649 3.76334  -0.142
C -0.68907 -1.38993 4.19771  -0.182
C -1.72319 -1.26689 5.13713  -0.537
C -2.49654 -2.39255 5.37901  -0.240
H -1.08324 -4.74490 3.76038  0.335
H 0.52176 -2.80318 3.15832  0.402
H -0.09707 -0.54516 3.89089  0.521
H -1.94531 -0.31719 5.63672  0.374
H -3.30784 -2.38327 6.06804  0.414
N 2.75191 -4.50673 -0.78952  -0.196
C 2.37959 -5.42710 0.11917  0.127
C 3.30898 -6.18765 0.80486  -0.704
C 4.66876 -5.87473 0.61944  -0.164
C 5.05949 -4.87743 -0.27826  -0.545
C 4.02846 -4.23162 -0.94662  -0.361
H 1.28181 -5.57657 0.28228  0.252
H 2.96319 -6.95772 1.52678  0.355
H 5.42244 -6.39503 1.19119  0.369
H 6.06698 -4.69968 -0.67661  0.365
H 4.35770 -3.36732 -1.42863  0.521
N 2.71356 5.44425 -2.88531  -0.642
C 2.58568 4.70129 -1.80447  -0.220
C 1.87882 5.14789 -0.67927  -0.279
C 1.40602 6.47547 -0.60985  -0.307
C 1.65032 7.27570 -1.73518  -0.367
C 2.32215 6.73403 -2.85654  -0.367
H 3.02955 3.68112 -1.86263  0.440
H 1.70679 4.48497 0.13160  0.530
H 0.96211 6.76172 0.32718  0.456
H 1.29789 8.32787 -1.83294  0.327
H 2.60032 7.28541 -3.73571  0.417
N -4.07973 -2.64581 0.59503  -0.573
C -3.59679 -1.89080 1.61738  -0.671
C -2.92860 -0.68279 1.37812  -0.284
C -2.84306 -0.22519 0.04508  0.541
C -3.15910 -1.11885 -1.01470  -0.181
C -3.78828 -2.31278 -0.62108  -0.557
H -3.70391 -2.34606 2.62462  0.297
H -2.67453 -0.07417 2.23544  0.694
H -2.46832 0.80904 -0.13373  -0.043
H -3.07575 -0.92687 -2.07096  0.434
H -4.13677 -2.97181 -1.41626  0.374
N 2.25060 1.62581 -0.48595  -0.002
C 3.08817 0.61522 -0.57318  -0.399
C 2.76564 -0.66378 -0.15025  -0.657
C 1.55747 -0.95444 0.43638  -0.498
C 0.66327 0.10036 0.57033  -0.308
C 1.02623 1.36142 0.06631  -0.627
H 4.10397 0.82211 -1.01524  0.272
H 3.44576 -1.49411 -0.23891  0.335
H 1.34469 -1.91376 0.78282  0.831
H -0.28500 -0.03758 1.04735  0.438
H 0.26459 2.12242 0.16021  0.540

Entry 2:
DFT (ωB97M-V/def2-TZVPD) results for a structure of composition C32H37AsBrINO6W.

For the calculated total energy, the calculation gives -188341.5647 eV. As for the multiplicity: 3. The largest force on an atom is 0.75 eV/A. The LUMO energy (alpha / beta) is -9.3 / -8.9 eV. For the HOMO energy (alpha / beta), the calculation gives -0.6142 / -0.6204 hartree. For the energy above the lowest of the compared OMol25 structures with the same formula, charge and spin, the calculation gives 6.67 kcal/mol. The total charge is +3. For the molar mass, the calculation gives 997.22 Da.

Each line ends with the Mulliken charge.
CARTESIAN COORDINATES (ANGSTROEM)
W -0.60610 -0.57286 0.92495  1.015
C 0.06327 -3.16104 -1.35046  -1.226
O 0.19001 -2.67478 0.00584  0.189
C 1.07860 -3.47297 0.80839  -0.750
C 1.76976 -2.48892 1.71018  -0.404
O 0.72508 -1.66424 2.27772  -0.341
C 0.14471 -2.16780 3.51315  -0.401
C -0.84572 -1.12444 3.93463  -0.809
O -1.79640 -0.95465 2.84140  -0.548
C -2.98604 -1.76142 3.04556  -1.002
H 1.05316 -3.37101 -1.75118  0.418
H -0.54686 -4.06398 -1.36874  0.292
H -0.40273 -2.37715 -1.94235  0.347
H 0.50830 -4.22837 1.35256  0.313
H 1.80527 -3.97773 0.17121  0.544
H 2.34304 -2.95630 2.50919  0.628
H 2.41125 -1.81903 1.13854  -0.043
H -0.33497 -3.12783 3.30903  0.334
H 0.93724 -2.29891 4.24933  0.443
H -1.36974 -1.41276 4.84349  0.680
H -0.36484 -0.16341 4.08739  0.191
H -3.33562 -1.60558 4.06349  0.414
H -3.74503 -1.40689 2.35616  0.307
H -2.77318 -2.81672 2.87265  0.351
N -1.67650 1.23835 0.14351  -0.348
C -1.50250 2.43997 1.00627  -0.612
C -0.46193 2.16921 2.06991  0.673
O -0.03275 2.95640 2.84091  -0.502
O -0.08063 0.85933 2.07717  -0.806
H -1.30171 1.41832 -0.78798  0.024
H -2.67204 1.07818 0.00136  0.097
H -2.44214 2.67982 1.50285  0.402
H -1.19980 3.31042 0.42685  0.444
O 0.63971 -0.15253 -0.52317  1.914
As 1.92127 0.90459 -1.05726  1.793
C 1.20765 1.68457 -2.63144  0.550
C -0.04684 1.30258 -3.10316  0.070
C -0.54269 1.88570 -4.26029  -0.999
C 0.21198 2.83467 -4.93781  -0.636
C 1.47113 3.19553 -4.47449  -0.854
C 1.97811 2.61945 -3.31970  -0.522
C 3.40131 -0.22593 -1.38571  0.224
C 3.21587 -1.31367 -2.24158  -0.559
C 4.28657 -2.14533 -2.51829  -0.886
C 5.53250 -1.88331 -1.95397  -0.568
C 5.71602 -0.78691 -1.12420  -0.843
C 4.64867 0.05322 -0.83407  -0.304
C 2.29296 2.18178 0.28434  0.330
C 2.06588 3.53478 0.03130  -0.654
C 2.41785 4.47203 0.99186  -0.757
C 2.98457 4.05846 2.18864  -0.810
C 3.21090 2.70810 2.43717  -0.824
C 2.87138 1.76448 1.48576  -0.008
H -0.61102 0.52088 -2.60518  0.074
H -1.50954 1.58887 -4.64478  0.489
H -0.17643 3.28569 -5.84094  0.439
H 2.06206 3.92099 -5.01663  0.457
H 2.96732 2.89602 -2.97224  0.502
H 2.25636 -1.48434 -2.71704  0.588
H 4.16393 -2.98238 -3.19272  0.470
H 6.37005 -2.52878 -2.18259  0.451
H 6.69302 -0.57482 -0.71194  0.466
H 4.80075 0.91985 -0.20362  0.482
H 1.63236 3.86063 -0.90647  0.540
H 2.25594 5.52430 0.80221  0.480
H 3.25366 4.79225 2.93641  0.456
H 3.65829 2.39829 3.37168  0.482
H 3.06600 0.71445 1.67431  0.379
Br -4.24938 0.98618 -2.00124  -0.099
C -5.34747 -0.18682 -1.02512  0.277
C -6.72174 0.01287 -1.03711  -0.469
C -7.55232 -0.80137 -0.28346  -0.645
C -7.02720 -1.82036 0.49924  -0.758
C -5.65921 -2.03852 0.52721  -0.389
C -4.84336 -1.21024 -0.23570  0.448
I -2.84198 -1.85148 -0.43280  0.125
H -7.13437 0.81357 -1.63594  0.434
H -8.62020 -0.63277 -0.30802  0.422
H -7.67828 -2.45392 1.08572  0.418
H -5.24454 -2.84249 1.11983  0.504

Entry 3:
DFT (ωB97M-V/def2-TZVPD) results for a structure of composition C32H37AsNO2PS2Se2Si2W at a distorted geometry.

For the calculated total energy, the calculation gives -279445.1553 eV. As for the multiplicity: 1. The largest force on an atom is 2.97 eV/A. The LUMO energy (alpha / beta) is -1.2 / -1.2 eV. For the HOMO energy (alpha / beta), the calculation gives -0.2320 / -0.2319 hartree. For the energy above the lowest of the compared OMol25 structures with the same formula, charge and spin, the calculation gives 38.73 kcal/mol. For the molar mass, the calculation gives 1035.62 Da.

Each line ends with the Mulliken charge.
CARTESIAN COORDINATES (ANGSTROEM)
W -0.76084 0.58147 0.11917  0.467
Se -1.43497 1.06461 -1.99654  -0.192
P 1.79380 1.75282 -0.52807  0.502
Se 0.21283 2.67608 0.83753  -0.339
C 2.12798 3.22084 -1.56184  0.868
C 1.11536 4.07970 -1.96847  -0.631
C 1.38943 5.10567 -2.86530  -0.708
C 2.67015 5.26950 -3.37083  -0.496
C 3.67755 4.38596 -3.00135  -0.640
C 3.40359 3.35274 -2.11797  -0.719
C 3.06199 1.83225 0.81832  0.635
C 2.94571 0.81901 1.76847  -0.242
C 3.77801 0.79201 2.87535  -0.720
C 4.74162 1.77889 3.04314  -0.679
C 4.85365 2.79231 2.10646  -0.674
C 4.01502 2.82988 0.99664  -0.382
H 0.11293 3.95902 -1.57264  0.342
H 0.59492 5.77593 -3.16807  0.412
H 2.88011 6.07674 -4.06103  0.382
H 4.67518 4.49344 -3.40768  0.378
H 4.18434 2.64453 -1.87053  0.542
H 2.17583 0.06556 1.67102  0.298
H 3.66488 0.00156 3.60732  0.457
H 5.39280 1.76398 3.90843  0.382
H 5.59242 3.57419 2.23778  0.403
H 4.09618 3.65381 0.30388  0.461
O 0.59065 -1.97289 2.67595  -0.696
C -0.46340 -1.45191 2.41160  -0.001
O -0.57493 -0.19656 1.97995  -0.313
C -1.79824 -2.08125 2.57914  0.281
C -1.99857 -2.92775 3.66961  -0.574
C -3.22001 -3.53350 3.88519  -0.653
C -4.25319 -3.30832 2.97872  -0.705
C -4.06027 -2.48734 1.88343  -1.025
C -2.83193 -1.85271 1.65461  1.168
S -2.74615 -0.93532 0.15344  -0.138
H -1.16596 -3.09200 4.34355  0.465
H -3.36971 -4.17694 4.74294  0.411
H -5.21798 -3.77802 3.12602  0.394
H -4.86661 -2.32757 1.17753  0.486
C -0.59592 -4.48744 -2.43527  -1.130
Si -0.64719 -2.62902 -2.69560  0.388
C -2.44099 -2.23300 -3.04989  -0.904
C 0.37269 -2.11692 -4.18488  -1.016
As 0.30120 -1.62102 -0.80723  0.632
Si 2.07734 -3.02927 -0.17575  0.485
C 3.38920 -2.30440 0.92872  -0.906
C 1.39556 -4.54787 0.67024  -0.935
C 2.94513 -3.47034 -1.78241  -1.161
H -1.19680 -4.96541 -3.21662  0.414
H -1.05926 -4.73150 -1.47646  0.248
H 0.40192 -4.92637 -2.46040  0.307
H -2.66457 -2.70679 -4.01435  0.358
H -2.66184 -1.17114 -3.13534  0.237
H -3.09795 -2.66408 -2.29474  0.239
H 0.01687 -2.60999 -5.09679  0.362
H 1.43140 -2.34485 -4.05414  0.288
H 0.27583 -1.03748 -4.33432  0.250
H 3.00498 -2.09672 1.92736  0.113
H 3.84825 -1.40361 0.52167  0.254
H 4.17001 -3.07026 1.01336  0.472
H 0.97541 -4.25291 1.63421  0.177
H 2.20350 -5.26461 0.85705  0.371
H 0.62404 -5.04739 0.08395  0.284
H 3.31254 -2.56243 -2.26730  0.260
H 2.33143 -4.02037 -2.49589  0.275
H 3.81696 -4.09008 -1.54309  0.393
S -3.37597 2.90256 3.41323  -0.297
C -2.37558 1.79241 2.59272  -0.214
N -2.50543 1.72954 1.30282  0.622
C -3.48349 2.63469 0.86394  -0.526
C -3.95032 2.80762 -0.43846  -0.273
C -4.93947 3.74028 -0.67392  -0.941
C -5.48755 4.49873 0.36602  -0.477
C -5.06255 4.31895 1.66463  -0.544
C -4.06212 3.37716 1.89854  0.947
H -1.65868 1.18502 3.12206  0.316
H -3.55072 2.20901 -1.24047  0.222
H -5.30366 3.88176 -1.68312  0.413
H -6.26370 5.22222 0.15195  0.388
H -5.49468 4.88487 2.47913  0.401